# 1
Here is an isolated ion of composition C30H28NO and charge +1 in a non-equilibrium geometry from the OMol25 dataset. Energies are from wB97M-V/def2-TZVPD.

HOMO energy   -11.061 eV
LUMO level   -2.59 eV
Largest force on an atom   2.249 eV/A
Frontier orbital gap   8.5 eV
ΔE to the lowest compared entry with this formula, charge and spin   4.5 kcal/mol
Structure (SMILES)   COc1ccc(C2([N@H+]3CCC[C@@H]3c3ccccc3)c3ccccc3-c3ccccc32)cc1
Total charge   +1

Element x y z (Å)
C: -4.04 4.36 -4.14
O: -4.31 3.07 -3.59
C: -3.31 2.43 -2.93
C: -3.57 1.11 -2.53
C: -2.65 0.44 -1.76
C: -1.43 1.04 -1.37
C: -0.52 0.31 -0.40
N: -1.13 0.38 0.95
C: -2.58 0.70 1.09
C: -3.02 0.17 2.44
C: -1.87 -0.64 3.03
C: -0.72 -0.68 2.01
C: 0.64 -0.37 2.61
C: 1.72 -1.26 2.57
C: 2.96 -0.87 3.10
C: 3.10 0.38 3.71
C: 2.00 1.23 3.83
C: 0.77 0.85 3.30
C: 0.90 0.93 -0.20
C: 1.24 2.20 0.28
C: 2.59 2.47 0.52
C: 3.58 1.50 0.30
C: 3.24 0.24 -0.18
C: 1.88 -0.05 -0.37
C: 1.26 -1.28 -0.81
C: 1.95 -2.35 -1.38
C: 1.24 -3.22 -2.20
C: -0.12 -2.99 -2.44
C: -0.80 -1.93 -1.83
C: -0.14 -1.10 -0.94
C: -1.13 2.31 -1.87
C: -2.06 3.02 -2.62
H: -4.93 4.57 -4.73
H: -3.93 5.10 -3.34
H: -3.15 4.35 -4.78
H: -4.53 0.66 -2.80
H: -2.95 -0.56 -1.42
H: -0.73 1.25 1.30
H: -3.18 0.19 0.34
H: -2.69 1.79 0.98
H: -3.91 -0.45 2.27
H: -3.33 0.98 3.11
H: -2.17 -1.68 3.23
H: -1.56 -0.19 3.98
H: -0.71 -1.62 1.45
H: 1.61 -2.24 2.11
H: 3.83 -1.53 3.00
H: 4.08 0.70 4.07
H: 2.09 2.22 4.31
H: -0.11 1.50 3.42
H: 0.47 2.95 0.46
H: 2.88 3.45 0.91
H: 4.62 1.71 0.54
H: 3.96 -0.55 -0.37
H: 3.02 -2.45 -1.19
H: 1.75 -4.08 -2.65
H: -0.66 -3.63 -3.14
H: -1.83 -1.78 -2.15
H: -0.17 2.77 -1.67
H: -1.84 4.04 -2.92

***

# 2
Here is the molecule C8H12O in a non-equilibrium geometry from the OMol25 dataset. Energies are from wB97M-V/def2-TZVPD.

HOMO energy   -8.570 eV
LUMO level   1.00 eV
Largest force on an atom   3.815 eV/A
Frontier orbital gap   9.6 eV
ΔE to the lowest compared entry with this formula, charge and spin   106.7 kcal/mol
Structure (SMILES)   C=C1CC[C@@]2(OC)C[C@H]12

Element x y z (Å)
C: -2.43 -0.77 -1.03
C: -1.51 -0.22 -0.21
C: -1.18 1.23 0.11
C: 0.20 1.30 0.83
C: 0.66 -0.08 0.49
O: 0.88 -0.19 -0.89
C: 2.20 0.04 -1.08
C: 0.76 -1.46 1.05
C: -0.62 -0.91 0.81
H: -3.03 -0.20 -1.68
H: -2.53 -1.87 -1.22
H: -1.98 1.64 0.74
H: -1.11 1.95 -0.77
H: 0.06 1.51 1.91
H: 0.84 2.08 0.32
H: 2.47 1.17 -0.99
H: 2.76 -0.57 -0.38
H: 2.38 -0.30 -2.16
H: 0.96 -1.70 2.08
H: 1.21 -2.13 0.27
H: -0.98 -0.50 1.79

***

# 3
Here is a 5-piece molecular cluster, C5H19NO6 overall in a non-equilibrium geometry from the OMol25 dataset. Energies are from wB97M-V/def2-TZVPD.

HOMO energy   -8.589 eV
LUMO level   0.21 eV
Largest force on an atom   6.290 eV/A
Frontier orbital gap   8.8 eV
ΔE to the lowest compared entry with this formula, charge and spin   112.9 kcal/mol
Structure (SMILES)   CNCCCC(=O)O.O.O.O.O

Element x y z (Å)
C: -2.19 0.68 -0.27
N: -0.75 0.62 -0.37
C: -0.22 0.14 0.89
C: 0.80 1.17 1.41
C: 2.35 0.53 1.19
C: 2.54 -0.02 -0.13
O: 2.08 -1.13 -0.50
O: 3.16 0.76 -0.99
H: -2.80 -0.13 -0.60
H: -2.66 1.04 0.67
H: -2.71 1.37 -0.90
H: -0.51 0.21 -1.28
H: 0.20 -0.89 0.89
H: -0.99 0.21 1.55
H: 0.71 1.40 2.36
H: 0.69 2.17 0.95
H: 3.00 1.55 1.17
H: 2.68 0.02 2.12
H: 3.46 0.23 -1.81
O: -2.37 -2.01 1.21
H: -3.08 -1.35 1.36
H: -1.68 -1.48 0.73
O: -2.47 1.18 2.41
H: -1.72 0.48 2.56
H: -2.02 1.93 2.89
O: 0.26 -0.03 -3.45
H: 1.07 0.35 -3.68
H: -0.16 -0.76 -3.87
O: 1.01 -3.09 -2.35
H: 1.72 -2.85 -1.64
H: 0.59 -2.29 -2.52

***

# 4
Here is a 3-piece molecular cluster, C4H17N2O2 overall in a non-equilibrium geometry from the OMol25 dataset. Energies are from wB97M-V/def2-TZVPD.

HOMO energy (alpha / beta)   -15.739 / -15.738 eV
LUMO level (alpha / beta)   -7.32 / -13.55 eV
Multiplicity   2
Largest force on an atom   5.499 eV/A
Frontier orbital gap (alpha / beta)   8.4 / 2.2 eV
ΔE to the lowest compared entry with this formula, charge and spin   58.8 kcal/mol
Total charge   +2

Element x y z (Å)
C: 0.74 -0.95 -0.47
N: 1.58 -0.46 -1.64
C: -0.47 -0.05 -0.27
N: 0.05 1.37 -0.44
C: -0.27 2.29 0.74
C: 0.23 3.66 0.33
H: 0.43 -2.02 -0.68
H: 1.54 -1.13 0.26
H: 1.15 -0.53 -2.60
H: 2.41 -1.12 -1.72
H: -1.25 -0.19 -1.04
H: -0.96 -0.27 0.71
H: 1.06 1.42 -0.62
H: -0.26 1.93 -1.24
H: 0.15 1.87 1.69
H: -1.31 2.08 1.04
H: -0.07 3.93 -0.68
H: -0.38 4.42 0.91
H: 1.26 3.83 0.62
H: -2.85 -6.56 -1.47
H: -2.61 -5.50 -0.25
O: -2.42 -5.76 -1.17
H: 1.33 -0.45 3.10
H: 0.29 -1.36 2.47
O: 0.63 -0.42 2.42

***

# 5
Here is a 2-piece molecular cluster, C4H11N2 overall in a non-equilibrium geometry from the OMol25 dataset. Energies are from wB97M-V/def2-TZVPD.

HOMO energy   -14.856 eV
LUMO level   -10.56 eV
Largest force on an atom   1.602 eV/A
Frontier orbital gap   4.3 eV
ΔE to the lowest compared entry with this formula, charge and spin   169.3 kcal/mol
Total charge   +1

Element x y z (Å)
C: -0.28 1.24 1.29
C: 0.99 0.42 1.21
C: 0.72 -1.09 1.26
N: -0.01 0.14 -1.62
C: -1.23 -0.28 -1.93
N: -1.39 -0.95 -3.03
H: -0.86 1.33 0.36
H: -0.91 0.85 2.08
H: -0.01 2.25 1.61
H: 1.58 0.66 2.10
H: 1.59 0.73 0.36
H: 0.40 -1.39 2.25
H: 1.62 -1.66 1.00
H: -0.04 -1.38 0.54
H: -2.00 -0.31 -1.16
H: 0.54 0.20 -2.52
H: -0.72 -0.77 -3.79

***

# 6
Here is a 2-piece molecular cluster, C3H6N2O3 overall in a non-equilibrium geometry from the OMol25 dataset. Energies are from wB97M-V/def2-TZVPD.

HOMO energy   -9.583 eV
LUMO level   0.58 eV
Largest force on an atom   3.593 eV/A
Frontier orbital gap   10.2 eV
ΔE to the lowest compared entry with this formula, charge and spin   56.6 kcal/mol
Structure (SMILES)   [H]/N=C(\N)OC.O=C=O

Element x y z (Å)
H: 0.77 0.86 2.20
N: 1.12 0.41 1.36
C: 0.66 0.74 0.26
N: 0.78 1.84 -0.51
O: -0.02 -0.37 -0.64
C: 0.42 -1.71 -0.49
H: 0.76 2.73 -0.03
H: 0.30 1.80 -1.39
H: 1.48 -1.79 -0.71
H: 0.25 -2.04 0.54
H: -0.19 -2.32 -1.15
O: -1.89 1.06 0.34
C: -1.97 -0.08 0.04
O: -2.47 -1.13 0.16

***

# 7
Here is C37H44AsCrN3O8S6Te as an isolated structure in a non-equilibrium geometry from the OMol25 dataset. Energies are from wB97M-V/def2-TZVPD.

HOMO energy (alpha / beta)   -10.521 / -10.659 eV
LUMO level (alpha / beta)   -4.44 / -3.30 eV
Multiplicity   2
Largest force on an atom   2.349 eV/A
Frontier orbital gap (alpha / beta)   6.1 / 7.4 eV
Total charge   +1

Element x y z (Å)
Cr: -0.45 -0.42 0.23
O: 1.87 -2.57 4.25
As: 0.97 -1.25 3.47
O: -0.33 -2.51 2.82
O: 0.93 -1.16 0.52
C: -0.06 -0.73 5.03
C: -0.27 -1.62 6.08
C: -1.00 -1.24 7.18
C: -1.53 0.04 7.25
C: -1.35 0.93 6.20
C: -0.62 0.55 5.09
S: -1.21 1.28 2.60
O: -1.79 -0.06 2.76
O: -0.48 1.51 4.08
O: 0.02 1.18 1.70
H: 2.68 -2.74 3.77
H: 0.17 -2.61 6.02
H: -1.15 -1.93 8.00
H: -2.10 0.35 8.11
H: -1.77 1.93 6.23
S: 2.97 0.30 -1.17
S: 2.08 -0.64 -2.75
S: 1.08 -2.32 -2.13
S: -0.82 -1.71 -1.68
C: -3.41 2.49 -0.09
C: -2.06 1.88 -0.31
O: -1.11 2.69 -0.66
N: -1.83 0.61 -0.19
Te: 0.84 1.69 -0.76
C: 1.20 2.47 -2.72
C: 0.24 2.21 -3.72
C: -1.02 1.43 -3.48
C: 0.45 2.71 -4.99
C: 1.58 3.46 -5.31
C: 1.79 3.99 -6.70
C: 2.52 3.67 -4.32
C: 2.38 3.18 -3.03
C: 3.54 3.41 -2.09
C: 1.46 3.35 0.45
C: 2.23 3.07 1.59
C: 2.99 1.79 1.78
C: 2.36 4.05 2.56
C: 1.76 5.29 2.43
C: 1.86 6.34 3.50
C: 1.08 5.57 1.25
C: 0.91 4.62 0.24
C: 0.23 5.12 -1.01
H: -3.30 3.50 0.30
H: -4.00 1.87 0.59
H: -3.92 2.53 -1.05
H: -1.05 0.95 -2.51
H: -1.12 0.64 -4.23
H: -1.90 2.08 -3.56
H: -0.29 2.51 -5.76
H: 0.86 4.07 -7.25
H: 2.46 3.33 -7.26
H: 2.26 4.98 -6.67
H: 3.42 4.22 -4.55
H: 4.01 4.37 -2.32
H: 4.28 2.63 -2.22
H: 3.25 3.42 -1.04
H: 2.46 0.92 1.38
H: 3.17 1.60 2.84
H: 3.96 1.85 1.28
H: 2.94 3.83 3.45
H: 2.31 5.94 4.41
H: 0.87 6.73 3.75
H: 2.46 7.18 3.16
H: 0.65 6.55 1.10
H: -0.76 5.50 -0.78
H: 0.13 4.36 -1.78
H: 0.82 5.95 -1.42
C: 2.88 -6.31 -0.55
C: 2.16 -5.29 0.33
C: 0.66 -5.36 0.10
N: 0.00 -4.34 0.93
C: -1.13 -3.74 0.76
S: -1.45 -2.26 1.71
N: -2.13 -4.10 -0.06
C: -2.46 -5.38 -0.57
O: -1.96 -6.37 -0.11
C: -3.50 -5.37 -1.62
C: -4.20 -6.55 -1.85
C: -5.17 -6.61 -2.83
C: -5.46 -5.48 -3.59
C: -4.76 -4.30 -3.37
C: -3.78 -4.24 -2.39
H: 3.96 -6.27 -0.38
H: 2.70 -6.10 -1.61
H: 2.55 -7.32 -0.34
H: 2.52 -4.28 0.11
H: 2.38 -5.51 1.39
H: 0.27 -6.35 0.34
H: 0.43 -5.15 -0.94
H: 0.58 -3.90 1.65
H: -2.82 -3.38 -0.21
H: -3.96 -7.42 -1.25
H: -5.71 -7.53 -3.00
H: -6.22 -5.52 -4.36
H: -4.96 -3.42 -3.98
H: -3.21 -3.32 -2.27

***

# 8
Here is the molecule C5H10O from the OMol25 dataset. Energies are from wB97M-V/def2-TZVPD.

HOMO energy   -9.537 eV
LUMO level   0.98 eV
Largest force on an atom   0.471 eV/A
Frontier orbital gap   10.5 eV
ΔE to the lowest compared entry with this formula, charge and spin   0.1 kcal/mol
Structure (SMILES)   CC(=O)C(C)C

Element x y z (Å)
C: 2.11 -0.34 -0.16
C: 0.87 0.52 -0.38
O: 0.96 1.69 -0.67
C: -0.48 -0.17 -0.20
C: -1.61 0.69 -0.77
C: -0.71 -0.48 1.28
H: 2.16 -0.69 0.88
H: 2.09 -1.22 -0.80
H: 3.00 0.26 -0.37
H: -0.44 -1.12 -0.75
H: -1.44 0.91 -1.83
H: -1.67 1.65 -0.24
H: -2.57 0.18 -0.67
H: -0.70 0.45 1.87
H: 0.04 -1.15 1.69
H: -1.69 -0.95 1.42

***

# 9
Here is the molecule C5H14NO4P in a non-equilibrium geometry from the OMol25 dataset. Energies are from wB97M-V/def2-TZVPD.

HOMO energy   -9.102 eV
LUMO level   0.54 eV
Largest force on an atom   1.661 eV/A
Frontier orbital gap   9.6 eV
Structure (SMILES)   NCCCCCOP(=O)(O)O

Element x y z (Å)
N: 1.20 -2.48 0.23
C: 2.05 -1.29 0.35
C: 1.84 -0.33 -0.84
C: 1.76 1.15 -0.47
C: 0.71 1.51 0.61
C: -0.55 0.69 0.57
O: -1.44 1.12 -0.50
P: -2.79 0.30 -0.43
O: -2.60 -1.15 -0.39
O: -3.66 0.69 -1.69
O: -3.64 0.79 0.83
H: 1.02 -2.90 1.13
H: 0.31 -2.26 -0.21
H: 3.09 -1.62 0.35
H: 1.87 -0.82 1.32
H: 2.68 -0.44 -1.54
H: 0.95 -0.64 -1.39
H: 2.73 1.48 -0.08
H: 1.61 1.73 -1.38
H: 1.15 1.39 1.60
H: 0.49 2.58 0.50
H: -1.08 0.88 1.51
H: -0.39 -0.38 0.52
H: -3.82 -0.15 -2.16
H: -3.53 0.15 1.54

***

# 10
Here is a 2-piece molecular cluster, C3H8N4O overall in a non-equilibrium geometry from the OMol25 dataset. Energies are from wB97M-V/def2-TZVPD.

HOMO energy   -8.664 eV
LUMO level   0.68 eV
Largest force on an atom   5.714 eV/A
Frontier orbital gap   9.3 eV
ΔE to the lowest compared entry with this formula, charge and spin   203.9 kcal/mol

Element x y z (Å)
C: -0.59 1.56 -0.69
C: 1.20 -1.29 -0.82
C: -1.58 -0.30 0.63
H: -1.10 2.39 -0.24
H: -1.19 1.26 -1.54
H: 0.31 2.00 -1.11
H: 1.01 -2.26 -1.04
H: 1.40 0.53 1.60
H: 3.39 0.48 0.96
H: -2.09 0.27 1.43
H: -2.51 -1.92 0.91
N: -0.52 0.25 0.02
N: 2.19 -0.96 -0.02
N: 2.03 0.32 0.70
N: -1.77 -1.58 0.25
O: -0.18 -0.75 -1.07

***

# 11
Here is the molecule C6H7FN2 in a non-equilibrium geometry from the OMol25 dataset. Energies are from wB97M-V/def2-TZVPD.

HOMO energy (alpha / beta)   -8.209 / -8.218 eV
LUMO level (alpha / beta)   -0.59 / -0.60 eV
Largest force on an atom   3.022 eV/A
Frontier orbital gap (alpha / beta)   7.6 / 7.6 eV
ΔE to the lowest compared entry with this formula, charge and spin   106.7 kcal/mol

Element x y z (Å)
C: 0.97 -1.40 0.07
C: 0.40 -0.19 -0.32
C: 2.34 -1.48 0.26
C: -0.99 -0.02 -0.02
C: 2.58 0.70 -0.01
C: -2.94 1.28 0.12
N: 3.08 -0.42 0.08
N: -1.52 1.12 -0.15
F: 3.01 1.74 -0.67
H: 0.42 -2.37 0.15
H: 0.77 0.55 -1.01
H: 2.83 -2.41 0.54
H: -1.25 -0.93 0.55
H: -3.14 2.34 0.13
H: -3.17 0.81 1.07
H: -3.36 0.67 -0.79

***

# 12
Here is a 13-piece molecular cluster, C20H67N17O13 overall in a non-equilibrium geometry from the OMol25 dataset. Energies are from wB97M-V/def2-TZVPD.

HOMO energy   -8.859 eV
LUMO level   -0.11 eV
Largest force on an atom   9.605 eV/A
Frontier orbital gap   8.8 eV
ΔE to the lowest compared entry with this formula, charge and spin   127.6 kcal/mol

Element x y z (Å)
C: 1.21 5.71 -1.85
C: 0.37 5.65 -0.43
O: 1.17 5.04 0.57
H: 1.41 4.68 -2.15
H: 2.09 6.35 -1.73
H: 0.82 6.16 -2.75
H: -0.61 5.23 -0.65
H: 0.16 6.68 -0.17
H: 1.71 5.75 0.93
C: 3.06 -2.38 -1.84
C: 3.50 -3.26 -2.97
O: 3.99 -4.47 -2.42
H: 2.45 -1.57 -2.25
H: 3.86 -1.95 -1.24
H: 2.40 -2.96 -1.20
H: 4.31 -2.65 -3.37
H: 2.65 -3.36 -3.64
H: 4.71 -4.30 -1.80
C: -2.21 -6.14 1.34
C: -2.93 -6.86 2.45
O: -3.86 -6.01 3.00
H: -2.85 -6.22 0.47
H: -1.30 -6.68 1.08
H: -2.04 -5.09 1.61
H: -2.22 -7.22 3.19
H: -3.28 -7.79 2.00
H: -4.16 -6.34 3.85
C: -0.05 2.31 -4.24
C: -0.57 3.27 -5.35
O: -0.11 2.64 -6.61
H: 1.01 2.26 -4.00
H: -0.32 1.27 -4.38
H: -0.59 2.54 -3.33
H: -0.03 4.22 -5.34
H: -1.66 3.24 -5.45
H: -0.61 1.83 -6.72
C: 5.44 4.01 -2.27
O: 4.58 4.18 -3.08
N: 5.42 3.19 -1.26
N: 6.55 4.73 -2.19
H: 4.57 2.65 -1.26
H: 6.22 2.94 -0.68
H: 7.16 4.69 -1.39
H: 6.88 5.41 -2.87
C: -2.84 2.10 -0.56
O: -1.77 1.93 -1.13
N: -3.10 1.78 0.68
N: -4.00 2.49 -1.09
H: -2.26 1.49 1.17
H: -3.85 2.18 1.22
H: -4.90 2.42 -0.63
H: -3.99 2.90 -2.02
C: 0.62 2.84 3.24
O: 0.28 2.33 4.27
N: -0.21 3.36 2.38
N: 1.86 3.14 2.88
H: -1.18 3.07 2.40
H: 0.13 3.80 1.54
H: 2.56 3.05 3.59
H: 2.09 3.77 2.12
C: -0.02 -1.13 4.92
O: -0.29 -2.21 5.13
N: 1.08 -0.73 4.23
N: -0.65 -0.03 5.21
H: 1.70 -1.39 3.79
H: 1.13 0.26 4.01
H: -1.43 -0.02 5.84
H: -0.27 0.82 4.82
C: -3.13 -1.48 -2.36
O: -2.21 -1.21 -3.14
N: -3.63 -0.66 -1.52
N: -3.69 -2.66 -2.35
H: -3.33 0.30 -1.47
H: -4.42 -0.88 -0.94
H: -3.20 -3.39 -2.84
H: -4.42 -2.78 -1.66
C: -5.29 -2.58 1.15
O: -5.73 -2.48 0.08
N: -4.50 -1.66 1.58
N: -5.50 -3.54 2.01
H: -4.25 -0.82 1.07
H: -4.30 -1.70 2.57
H: -5.13 -3.52 2.95
H: -6.07 -4.37 1.91
C: -3.69 -3.33 5.00
O: -4.83 -3.71 4.97
N: -2.81 -3.51 4.06
N: -3.22 -2.66 6.04
H: -1.88 -3.16 4.24
H: -2.95 -4.22 3.35
H: -3.65 -2.43 6.92
H: -2.21 -2.68 6.14
C: 6.35 0.17 -3.03
O: 7.25 0.09 -2.28
N: 6.53 0.08 -4.33
N: 5.07 0.10 -2.70
H: 7.52 0.21 -4.51
H: 5.91 0.38 -5.07
H: 4.78 0.01 -1.74
H: 4.38 0.40 -3.36
C: 1.95 1.62 -0.61
C: 1.26 0.15 -0.54
C: 0.31 -0.17 0.61
O: -0.40 -1.35 0.36
C: -1.17 -1.85 1.53
N: 0.61 -0.02 -1.82
H: 2.88 1.60 -1.17
H: 2.29 1.80 0.41
H: 1.25 2.42 -0.85
H: 2.13 -0.51 -0.53
H: -0.55 0.48 0.75
H: 0.80 -0.19 1.59
H: -1.97 -2.51 1.23
H: -1.60 -0.91 1.89
H: -0.56 -2.36 2.28
H: 0.09 -0.86 -1.57
H: -0.11 0.69 -1.89

***

# 13
Here is the molecule C2H4O4S2 in a non-equilibrium geometry from the OMol25 dataset. Energies are from wB97M-V/def2-TZVPD.

HOMO energy   -9.794 eV
LUMO level   -0.75 eV
Largest force on an atom   4.442 eV/A
Frontier orbital gap   9.0 eV
ΔE to the lowest compared entry with this formula, charge and spin   142.1 kcal/mol

Element x y z (Å)
C: 0.38 -0.65 1.71
C: -0.31 1.45 -0.98
O: 1.80 -1.04 -0.40
O: 0.73 -3.02 0.40
O: -0.79 -1.09 -0.43
O: -2.10 0.83 0.65
S: 0.76 -1.61 0.32
S: -0.81 0.32 0.32
H: 1.15 0.13 1.88
H: -1.37 1.63 -1.24
H: 0.24 2.23 -0.59
H: 0.32 0.84 -1.64